Record 1
A structure of composition C5H17BeN8O7 at a distorted geometry. Source: the OMol25 dataset; level of theory: the ωB97M-V functional and the def2-TZVPD basis.

## Properties
**Relative energy (zero: lowest compared OMol25 entry of this formula, charge and spin)**: 246.8 kcal/mol
**Total energy**: -1179.7509 Eh
**Frontier orbital gap**: 2.002 eV
**Strongest force on any atom**: 6.25 eV Å⁻¹

```
! RIJCOSX wB97M-V def2-TZVPD def2/J DEFGRID3
* xyz 1 1
Be 0.368 -6.131 -28.795
O -1.052 0.290 -31.059
C -0.808 -0.941 -30.596
O -1.238 -1.292 -29.517
O -0.277 -1.781 -31.364
H -1.602 0.640 -30.354
C -5.211 -4.956 -25.812
O -4.052 -5.336 -26.128
N -6.227 -5.604 -25.262
N -5.468 -3.685 -25.935
H -6.059 -6.528 -24.889
H -7.049 -5.035 -25.123
H -6.360 -3.227 -26.052
H -4.640 -3.204 -26.258
C -3.407 -6.897 -33.773
O -2.970 -7.215 -32.683
N -4.685 -6.536 -33.917
N -2.796 -6.872 -34.909
H -5.011 -6.320 -34.849
H -5.287 -6.579 -33.107
H -3.270 -6.572 -35.749
H -1.804 -7.059 -34.955
C 5.855 -2.399 -28.853
O 4.946 -3.164 -28.603
N 7.068 -2.471 -28.321
N 5.793 -1.496 -29.789
H 7.544 -1.581 -28.281
H 7.037 -3.018 -27.473
H 6.583 -0.907 -30.010
H 4.934 -1.427 -30.316
C 1.630 -4.073 -22.709
O 1.695 -4.755 -23.649
N 0.490 -3.605 -22.299
N 2.564 -3.759 -21.841
H 0.435 -3.358 -21.321
H -0.356 -3.686 -22.844
H 2.357 -3.187 -21.035
H 3.458 -4.182 -22.047
*
```

Atom charges from the Löwdin analysis, given in e for atoms 1 to 6: 0.7709, 0.1921, -0.7409, 0.2444, 0.2505, 0.1344

Record 2
A structure of composition C5H17BeN8O7Pb2 at a distorted geometry. Source: the OMol25 dataset; level of theory: the ωB97M-V functional and the def2-TZVPD basis.

## Properties
**Total energy**: -1563.7233 Eh
**Frontier orbital gap**: 2.493 eV
**Strongest force on any atom**: 2.70 eV Å⁻¹

```
! RIJCOSX wB97M-V def2-TZVPD def2/J DEFGRID3
* xyz 5 1
Be -0.428 2.176 -3.593
Pb -3.872 -0.279 -3.051
Pb 1.990 3.000 0.282
O -1.398 0.814 0.352
C -1.038 1.156 -0.893
O -1.649 0.814 -1.953
O -0.017 1.905 -1.000
H -0.870 1.525 0.813
C 0.900 -1.618 -4.151
O 0.404 -0.806 -3.314
N 1.622 -2.686 -3.747
N 0.827 -1.490 -5.491
H 2.015 -3.301 -4.442
H 1.571 -2.955 -2.771
H 1.165 -2.281 -6.017
H 0.570 -0.590 -5.858
C -0.285 -3.431 -0.490
O 0.736 -3.990 -0.913
N -0.710 -2.231 -0.961
N -1.025 -4.003 0.463
H -1.540 -1.818 -0.572
H -0.389 -1.821 -1.825
H -0.937 -5.002 0.603
H -1.872 -3.559 0.770
C -0.803 3.765 2.641
O -0.056 3.395 1.671
N -2.013 3.179 2.827
N -0.473 4.736 3.467
H -2.426 2.625 2.109
H -2.592 3.554 3.563
H -1.120 5.092 4.155
H 0.338 5.291 3.239
C 1.765 0.163 2.636
O 2.050 0.871 1.622
N 2.724 -0.279 3.458
N 0.535 -0.367 2.814
H 3.638 0.084 3.229
H 2.472 -0.527 4.404
H -0.268 -0.238 2.243
H 0.456 -0.875 3.683
*
```

Atom charges from the Löwdin analysis, given in e for atoms 1 to 6: 1.2020, 1.9359, 1.8115, 0.1409, -0.7248, -0.2833

Record 3
A cluster of 3 separate species, C5H17N2O in total at a distorted geometry. Source: the OMol25 dataset; level of theory: the ωB97M-V functional and the def2-TZVPD basis.

## Properties
**Relative energy (zero: lowest compared OMol25 entry of this formula, charge and spin)**: 189.1 kcal/mol
**Total energy**: -384.9393 Eh
**Frontier orbital gap**: 2.821 eV
**Strongest force on any atom**: 3.30 eV Å⁻¹

```
! RIJCOSX wB97M-V def2-TZVPD def2/J DEFGRID3
* xyz 1 1
N 4.102 0.254 -0.305
C 2.656 0.249 -0.377
C 2.242 -1.207 -0.651
N -2.090 1.432 0.857
C -2.834 -0.841 0.980
C -2.626 0.464 0.047
C -1.769 -0.088 -1.172
H 4.501 1.040 0.186
H -1.040 1.157 1.136
H 4.571 0.179 -1.199
H 2.405 0.467 0.662
H 2.136 0.973 -1.006
H 2.557 -1.584 -1.622
H 2.485 -1.741 0.245
H 1.147 -1.268 -0.683
H -3.381 -0.566 1.869
H -3.346 -1.636 0.457
H -1.830 -1.201 1.145
H -3.650 0.704 -0.248
H -2.366 -0.394 -2.014
H -1.068 -0.810 -0.768
H -1.087 0.713 -1.440
H -2.219 2.430 0.656
H 0.438 0.843 2.023
O 0.067 0.434 1.220
*
```

Atom charges from the Löwdin analysis, given in e for atoms 1 to 6: 0.0400, -0.3321, -0.0857, 0.2725, 0.0067, -0.3625

Record 4
A cluster of 2 separate species, C5H17N2O in total at a distorted geometry. Source: the OMol25 dataset; level of theory: the ωB97M-V functional and the def2-TZVPD basis.

## Properties
**Relative energy (zero: lowest compared OMol25 entry of this formula, charge and spin)**: 47.6 kcal/mol
**Total energy**: -385.1650 Eh
**Frontier orbital gap**: 10.619 eV
**Strongest force on any atom**: 2.69 eV Å⁻¹

```
! RIJCOSX wB97M-V def2-TZVPD def2/J DEFGRID3
* xyz 1 1
C 0.660 0.915 -1.457
N -0.762 1.081 -1.145
C -1.563 0.165 -1.961
C 1.554 0.797 -0.205
N 0.659 0.349 0.971
C 0.854 1.116 2.312
C 2.765 -0.032 -0.454
H 1.209 1.692 -2.043
H 0.991 0.101 -2.139
H -1.038 2.039 -1.285
H -2.608 0.109 -1.623
H -1.834 0.492 -3.002
H -1.109 -0.820 -2.140
H 1.798 1.867 0.057
H 0.754 -0.642 1.187
H -0.334 0.330 0.682
H 1.556 1.943 2.168
H -0.134 1.470 2.533
H 1.267 0.389 3.016
H 3.353 -0.449 0.356
H 2.549 -0.870 -1.146
H 3.631 0.583 -0.849
H -4.831 -4.234 1.319
H -5.010 -4.424 2.716
O -4.377 -3.966 2.132
*
```

Atom charges from the Löwdin analysis, given in e for atoms 1 to 6: -0.1992, -0.1065, -0.1210, -0.3170, 0.0325, 0.0532

Record 5
A cluster of 3 separate species, C5H17N2O in total at a distorted geometry. Source: the OMol25 dataset; level of theory: the ωB97M-V functional and the def2-TZVPD basis.

## Properties
**Relative energy (zero: lowest compared OMol25 entry of this formula, charge and spin)**: 162.9 kcal/mol
**Total energy**: -384.9811 Eh
**Frontier orbital gap**: 5.143 eV
**Strongest force on any atom**: 2.83 eV Å⁻¹

```
! RIJCOSX wB97M-V def2-TZVPD def2/J DEFGRID3
* xyz 1 1
C 0.696 1.024 1.161
N 0.643 1.302 -0.282
C 1.875 1.899 -0.797
C -0.417 0.024 1.472
N -0.004 -1.169 0.903
C -4.107 -1.305 -4.292
C -0.655 -0.102 2.983
H 0.531 1.985 1.653
H 1.694 0.636 1.412
H 0.557 0.390 -0.741
H 1.976 2.869 -0.298
H 2.796 1.326 -0.677
H 1.693 2.248 -1.819
H -1.247 0.511 0.878
H -0.297 -1.933 1.530
H -3.673 -0.370 -3.923
H -3.473 -2.035 -3.783
H -5.186 -1.299 -4.347
H -3.687 -1.336 -5.309
H -0.998 0.782 3.519
H -1.483 -0.800 3.164
H 0.255 -0.533 3.393
H 2.598 -2.040 -0.282
H 1.367 -1.248 0.288
O 2.230 -1.164 -0.251
*
```

Atom charges from the Löwdin analysis, given in e for atoms 1 to 6: -0.1563, -0.0280, -0.0675, -0.3936, 0.3064, -0.0566

Record 6
A cluster of 3 separate species, C5H17N2O in total at a distorted geometry. Source: the OMol25 dataset; level of theory: the ωB97M-V functional and the def2-TZVPD basis.

## Properties
**Relative energy (zero: lowest compared OMol25 entry of this formula, charge and spin)**: 136.5 kcal/mol
**Total energy**: -385.0232 Eh
**Frontier orbital gap**: 6.247 eV
**Strongest force on any atom**: 4.58 eV Å⁻¹

```
! RIJCOSX wB97M-V def2-TZVPD def2/J DEFGRID3
* xyz 1 1
C 1.232 -0.173 0.967
N 2.725 0.226 0.644
C 3.295 -0.791 -0.260
C 0.327 -0.465 -0.158
N -2.368 -1.143 1.530
C -0.647 1.850 -0.805
C 0.024 0.496 -1.288
H 1.272 -1.013 1.688
H 0.879 0.721 1.552
H 2.744 1.220 0.324
H 4.012 -1.684 0.147
H 3.897 -0.446 -1.071
H 2.411 -1.353 -0.634
H 0.243 -1.463 -0.540
H -2.479 -0.934 2.462
H -2.519 -2.111 1.284
H -1.533 -0.751 1.031
H -0.229 2.195 0.185
H -1.653 1.626 -0.439
H -0.878 2.674 -1.461
H -0.649 -0.088 -1.889
H 1.007 0.826 -1.680
H -4.506 0.189 -0.601
H -3.054 -0.006 -0.107
O -3.554 0.399 -0.881
*
```

Atom charges from the Löwdin analysis, given in e for atoms 1 to 6: -0.1824, -0.0315, -0.1214, 0.0941, 0.0806, -0.0439

Record 7
A cluster of 2 separate species, C5H17N2O in total at a distorted geometry. Source: the OMol25 dataset; level of theory: the ωB97M-V functional and the def2-TZVPD basis.

## Properties
**Relative energy (zero: lowest compared OMol25 entry of this formula, charge and spin)**: 10.1 kcal/mol
**Total energy**: -385.2246 Eh
**Frontier orbital gap**: 10.447 eV
**Strongest force on any atom**: 1.25 eV Å⁻¹

```
! RIJCOSX wB97M-V def2-TZVPD def2/J DEFGRID3
* xyz 1 1
N 0.921 1.038 0.488
C -0.467 1.368 0.954
C -1.095 2.366 -0.010
C -1.217 0.001 1.034
N -0.296 -1.106 1.145
C -0.135 -1.939 -0.057
C 1.308 -2.425 -0.218
H 1.631 1.698 0.785
H 1.063 0.087 0.893
H 0.912 0.904 -0.532
H -0.397 1.739 1.974
H -1.988 2.787 0.442
H -1.394 1.866 -0.925
H -0.419 3.197 -0.119
H -1.901 0.100 1.877
H -1.908 -0.125 0.194
H -0.383 -1.661 1.982
H -0.764 -2.832 0.015
H -0.501 -1.394 -0.922
H 1.843 -2.418 0.732
H 1.883 -1.901 -0.982
H 1.296 -3.487 -0.467
H 1.517 0.520 -3.015
H -0.014 0.843 -3.086
O 0.694 0.538 -2.512
*
```

Atom charges from the Löwdin analysis, given in e for atoms 1 to 6: 0.1982, -0.3030, -0.0305, -0.1666, -0.1033, -0.2510

Record 8
A cluster of 2 separate species, C5H17N2O in total at a distorted geometry. Source: the OMol25 dataset; level of theory: the ωB97M-V functional and the def2-TZVPD basis.

## Properties
**Relative energy (zero: lowest compared OMol25 entry of this formula, charge and spin)**: 69.2 kcal/mol
**Total energy**: -385.1305 Eh
**Frontier orbital gap**: 10.754 eV
**Strongest force on any atom**: 9.75 eV Å⁻¹

```
! RIJCOSX wB97M-V def2-TZVPD def2/J DEFGRID3
* xyz 1 1
N 0.712 -0.407 1.225
C -0.116 0.253 0.049
C 0.782 0.086 -1.219
C 0.863 -1.301 -1.856
C 0.246 1.062 -2.307
C -1.502 -0.495 -0.248
N -1.855 -1.262 0.965
H -0.107 -0.499 1.961
H 1.431 0.108 1.465
H 1.076 -1.361 0.789
H -0.116 1.326 0.394
H 1.905 0.432 -1.050
H 1.293 -2.058 -1.233
H 1.630 -1.455 -2.595
H 0.161 -1.728 -2.489
H -0.768 1.182 -2.309
H 0.359 0.538 -3.280
H 0.694 2.024 -2.178
H -1.281 -1.392 -1.002
H -2.245 0.195 -0.656
H -2.901 -1.357 1.028
H -1.451 -2.137 0.937
H 1.207 2.827 2.748
H 0.094 2.036 3.428
O 0.673 1.922 2.774
*
```

Atom charges from the Löwdin analysis, given in e for atoms 1 to 6: 0.1853, -0.2078, -0.3667, -0.1109, -0.0444, -0.1654